Computed, not measured: C13H19CoP2 as an isolated structure, with ωB97M-V/def2-TZVPD.

For the LUMO energy (spin up / spin down), the calculation gives 0.0271 / -0.0194 Eh. The value obtained for the gap between HOMO and LUMO (spin up / spin down) is 6.0 / 7.4 eV. Its spin multiplicity is 5. The value obtained for the energy relative to the best compared isomer or geometry (same formula, charge and spin) is 0.0 kJ/mol.

```
35
Properties=species:S:1:pos:R:3:mulliken_charge:R:1
C -1.7295 -0.9615 -2.6971 -0.646
C -1.4390 -0.1932 -3.7967 -0.253
C -0.3542 0.7047 -3.7668 -0.840
C 0.4203 0.7825 -2.5689 0.274
C -0.1669 1.0657 -1.2681 -0.550
Co -0.3585 -0.7230 -1.5178 -0.188
P 0.5955 -2.6554 -1.3092 -0.091
H -2.5169 -1.7245 -2.7283 0.423
H -2.0137 -0.3172 -4.7164 0.325
H -0.0855 1.3001 -4.6392 0.429
H -0.9498 1.7912 -1.0874 0.422
H 1.5144 0.8993 -2.6430 0.373
H 1.8635 -2.7283 -0.6682 0.055
H 0.8512 -3.4049 -2.4879 0.069
H -0.0755 -3.6419 -0.5345 0.078
C 2.5272 0.7813 -0.0918 -1.290
P 0.7991 0.2832 0.0545 0.718
C -1.5868 -1.3788 -0.0737 -1.653
C 0.3368 0.7319 1.7617 0.504
C 1.0300 0.0912 2.8122 -0.568
C 0.7214 0.3929 4.1370 -0.579
C -0.2771 1.3333 4.4200 -0.410
C -0.9787 1.9546 3.3811 -0.604
C -0.6797 1.6523 2.0479 -0.106
H 2.8839 0.6609 -1.1229 0.426
H 3.1161 0.1560 0.5943 0.371
H 2.5671 1.8362 0.2188 0.372
H -1.1735 -1.7647 0.8713 0.457
H -2.1876 -0.4839 0.1368 0.304
H -2.2497 -2.1205 -0.5415 0.576
H 1.8056 -0.6382 2.5708 0.297
H 1.2674 -0.0776 4.9570 0.364
H -0.5112 1.5754 5.4568 0.358
H -1.7590 2.6831 3.6149 0.367
H -1.2066 2.1378 1.2241 0.215
```

***

Computed, not measured: a 7-piece molecular cluster, C13H19FI2O8 overall, with ωB97M-V/def2-TZVPD.

For the LUMO energy, the calculation gives -0.0491 Eh. The value obtained for the gap between HOMO and LUMO is 7.4 eV. Its spin multiplicity is 1.

```
43
Properties=species:S:1:pos:R:3:nbo_charge:R:1
C 4.4128 2.4264 1.8645 -0.683
C 2.9729 2.0252 1.6618 -0.116
I 2.1464 0.8787 3.2645 0.159
C 2.2166 2.3226 0.6030 -0.217
I 2.9695 3.4991 -0.9833 0.169
C 0.8077 1.7900 0.5595 -0.073
C 0.6804 0.4934 0.1102 -0.154
C -0.5775 -0.1380 0.0669 -0.138
C -1.6487 0.6299 0.4744 -0.159
C -1.4992 1.9402 0.9153 -0.077
C -0.2690 2.5395 0.9711 -0.173
C -2.7095 2.6972 1.3741 0.467
O -2.6480 3.8069 1.8662 -0.482
C -4.0481 2.0251 1.2001 0.376
F -5.1254 2.7495 1.4813 -0.290
C -4.1840 0.7754 0.7904 -0.339
C -3.0033 -0.0600 0.4226 0.552
O -3.1106 -1.2169 0.0648 -0.548
H 4.8585 2.9318 1.0086 0.233
H 4.5186 2.9803 2.8034 0.236
H 4.9842 1.4967 2.0125 0.242
H 1.5483 -0.0768 -0.2075 0.250
H -0.6785 -1.1629 -0.2570 0.256
H -0.1478 3.5581 1.3235 0.249
H -5.1661 0.3161 0.7023 0.246
O -0.8491 -0.6216 3.9249 -0.938
H -1.4897 -0.2996 4.5675 0.469
H -0.9278 -0.0089 3.1835 0.472
O -1.6945 -2.1227 -2.4614 -0.963
H -2.3215 -2.1018 -1.7245 0.488
H -1.5937 -3.0602 -2.6699 0.482
O 5.4298 -0.2065 4.5597 -0.937
H 4.8360 -0.1995 5.3168 0.470
H 5.5903 -1.1408 4.3946 0.469
O 1.2446 -2.0858 -1.6753 -0.960
H 1.7646 -2.8927 -1.6080 0.467
H 0.3559 -2.3982 -1.9021 0.490
O -0.5654 -3.8204 -4.7035 -0.962
H -0.0997 -3.2257 -5.2957 0.471
H -1.3531 -4.0662 -5.1988 0.489
O -1.7668 -3.7743 -7.2393 -0.954
H -1.3011 -3.1790 -7.8353 0.478
H -2.5591 -4.0232 -7.7262 0.479
```

***

Computed, not measured: C13H19MnP2 as an isolated structure, with ωB97M-V/def2-TZVPD.

For the LUMO energy (spin up / spin down), the calculation gives 0.1106 / 0.1068 Eh. The value obtained for the gap between HOMO and LUMO (spin up / spin down) is 2.8 / 6.0 eV. Its net charge is -1. Its spin multiplicity is 6. The value obtained for the energy relative to the best compared isomer or geometry (same formula, charge and spin) is 90.7 kJ/mol.

```
35
Properties=species:S:1:pos:R:3:nbo_charge:R:1
C 1.1737 0.8604 -3.2793 -0.530
C 0.3199 0.2520 -4.2020 -0.305
C -0.2096 -1.0474 -4.0085 -0.390
C 0.1217 -1.7805 -2.8558 -0.307
C 0.9120 -1.2503 -1.8280 -0.635
Mn 0.2062 0.4241 -1.7830 0.410
P 0.8525 2.4697 -1.0003 0.060
H 1.6947 1.7909 -3.5360 0.163
H 0.0789 0.7711 -5.1451 0.184
H -0.8437 -1.5061 -4.7721 0.191
H 1.2554 -1.8636 -0.9890 0.166
H -0.2439 -2.8105 -2.7623 0.180
H -0.1989 3.3572 -0.6007 -0.004
H 1.4949 3.3223 -1.9423 -0.011
H 1.7923 2.6107 0.0656 -0.084
C -1.8129 -1.5079 0.2092 -0.968
P -0.8675 0.0455 0.1919 0.871
C -2.1123 1.3196 0.5713 -1.020
C 0.0655 -0.1168 1.7893 -0.350
C 1.4491 -0.3464 1.7845 -0.202
C 2.1233 -0.6241 2.9777 -0.221
C 1.4257 -0.6785 4.1877 -0.232
C 0.0515 -0.3978 4.2124 -0.240
C -0.6164 -0.1190 3.0153 -0.165
H -2.3927 -1.6149 -0.7176 0.248
H -2.4898 -1.5125 1.0742 0.206
H -1.1150 -2.3537 0.2905 0.246
H -2.7779 0.9236 1.3455 0.202
H -1.6079 2.2257 0.9239 0.238
H -2.6871 1.5544 -0.3329 0.250
H 2.0034 -0.3087 0.8475 0.237
H 3.1999 -0.8319 2.9570 0.209
H 1.9418 -0.9343 5.1100 0.202
H -0.4957 -0.3993 5.1574 0.203
H -1.6912 0.0771 3.0439 0.197
```

***

Computed, not measured: a 2-piece molecular cluster, C13H19N overall, with ωB97M-V/def2-TZVPD.

For the LUMO energy, the calculation gives 0.0332 Eh. The value obtained for the gap between HOMO and LUMO is 8.8 eV. Its spin multiplicity is 1. The value obtained for the energy relative to the best compared isomer or geometry (same formula, charge and spin) is 108.5 kJ/mol.

```
33
Properties=species:S:1:pos:R:3:nbo_charge:R:1
C -0.7560 3.0860 1.2983 -0.398
C -1.2180 3.2051 -0.1587 -0.612
C 0.6816 2.5554 1.4653 -0.624
H -1.4820 2.6136 1.9579 0.196
H -0.7388 4.1022 1.7121 0.191
H -0.9016 2.4180 -0.8474 0.214
H -2.2846 3.3822 -0.1283 0.209
H 0.8615 1.7325 0.7775 0.210
H -0.7275 4.1000 -0.5458 0.200
H 0.9548 1.9829 2.3715 0.207
H 1.3755 3.3811 1.3531 0.205
C -2.0772 -1.7692 0.4032 -0.437
C -3.1473 -0.8317 0.9148 -0.616
C -0.6661 -1.4321 0.5886 -0.094
C 0.1508 -1.3311 1.6649 -0.027
C 0.1496 -1.1635 -0.5704 -0.096
C 1.4782 -0.8936 -0.0884 0.207
C -0.1035 -1.0365 -1.9304 -0.195
C 2.4339 -0.3906 -0.9631 -0.262
C 0.8980 -0.6110 -2.7867 -0.241
C 2.1716 -0.2960 -2.3183 -0.218
N 1.4632 -1.0731 1.2661 -0.553
H -2.3486 -2.7352 0.8847 0.215
H -2.3007 -2.0898 -0.6152 0.220
H -3.4751 -0.8178 1.9681 0.208
H -0.1677 -1.2914 2.6860 0.213
H 2.2049 -1.0760 1.9368 0.413
H -1.1114 -1.2355 -2.2742 0.209
H 3.3785 -0.0852 -0.5383 0.207
H 0.6057 -0.4338 -3.8171 0.212
H 2.9777 0.0693 -2.9414 0.217
H -4.1645 -0.9787 0.5156 0.213
H -2.8927 0.2329 0.8032 0.208
```

***

Computed, not measured: C13H19N3O4 in the gas phase, with ωB97M-V/def2-TZVPD.

For the LUMO energy, the calculation gives 0.0198 Eh. The value obtained for the gap between HOMO and LUMO is 9.4 eV. Its spin multiplicity is 1. The value obtained for the energy relative to the best compared isomer or geometry (same formula, charge and spin) is 10.0 kJ/mol.

```
39
Properties=species:S:1:pos:R:3:nbo_charge:R:1
C -4.6058 -3.1886 -0.8878 -0.368
C -3.4282 -2.7226 -0.5213 -0.192
C -3.1935 -1.9627 0.7492 -0.265
N -2.7427 -0.6013 0.4608 -0.460
C -3.7182 0.3657 0.3493 0.803
O -4.8943 0.1456 0.5112 -0.612
N -3.2411 1.6136 0.0523 -0.642
C -1.9250 2.0184 -0.1362 0.685
O -1.7252 3.1973 -0.3641 -0.636
C -0.9439 0.9576 -0.0322 -0.443
C 0.4266 1.2038 -0.2529 0.438
N 1.2958 0.2154 -0.1462 -0.542
C 2.7230 0.2613 -0.3432 -0.217
C 3.3340 -1.0579 0.1153 -0.422
C 4.8473 -1.0829 -0.0836 -0.049
O 5.3220 -2.3283 0.3706 -0.716
H 6.2760 -2.3719 0.2517 0.472
H 5.3118 -0.2614 0.4826 0.156
H 5.0853 -0.9421 -1.1487 0.156
H 2.8987 -1.8869 -0.4439 0.216
H 3.1218 -1.2211 1.1725 0.217
H 3.1609 1.0871 0.2273 0.199
H 2.9542 0.4217 -1.4050 0.195
H 0.8708 -0.6966 0.0855 0.453
C 0.9514 2.5671 -0.5815 -0.479
H 0.2171 3.1117 -1.1719 0.275
H 1.8742 2.4773 -1.1548 0.209
C 1.2081 3.3582 0.7056 -0.591
H 1.8547 2.8089 1.3869 0.196
H 0.2641 3.5588 1.2028 0.231
H 1.6779 4.3078 0.4652 0.217
C -1.3894 -0.3852 0.2775 0.687
O -0.6337 -1.3554 0.3934 -0.669
H -3.9367 2.3473 -0.0234 0.429
H -4.1148 -1.8850 1.3278 0.235
H -2.4068 -2.4447 1.3358 0.237
H -2.5513 -2.8549 -1.1407 0.203
H -4.7432 -3.7290 -1.8088 0.198
H -5.4818 -3.0462 -0.2773 0.197
```

***

Computed, not measured: C13H19NO5 in the gas phase, with ωB97M-V/def2-TZVPD.

For the LUMO energy, the calculation gives 0.0260 Eh. The value obtained for the gap between HOMO and LUMO is 8.9 eV. Its spin multiplicity is 1. The value obtained for the energy relative to the best compared isomer or geometry (same formula, charge and spin) is 0.0 kJ/mol.

```
38
Properties=species:S:1:pos:R:3:nbo_charge:R:1
C 5.3405 -3.3796 -1.1448 -0.622
C 4.0269 -2.7680 -0.7615 -0.055
C 2.9698 -3.5719 -0.3473 -0.187
C 1.7542 -3.0249 0.0049 -0.237
C 1.5553 -1.6449 -0.0390 0.150
C 2.6131 -0.8353 -0.4412 -0.231
C 3.8253 -1.3969 -0.8019 -0.193
H 4.6302 -0.7478 -1.1159 0.207
H 2.4966 0.2374 -0.4715 0.200
N 0.3409 -1.1164 0.3964 -0.642
H -0.3960 -1.8075 0.4668 0.403
C -0.1887 0.1172 -0.1306 0.242
O -1.5456 -0.1387 -0.3950 -0.527
C -2.2743 0.9873 -0.8412 0.060
C -3.7073 0.5278 -1.1966 -0.070
O -4.6673 0.8275 -0.2285 -0.715
H -4.6838 1.7883 -0.1190 0.483
H -3.6939 -0.5597 -1.2936 0.197
H -3.9853 0.9705 -2.1622 0.165
C -2.2616 2.0601 0.2549 0.040
O -3.0395 3.1664 -0.1395 -0.739
H -2.7117 3.9295 0.3566 0.494
C -0.8100 2.4826 0.5222 0.058
O -0.7639 3.4704 1.5186 -0.720
H -0.8475 3.0156 2.3683 0.488
C 0.0004 1.2435 0.9148 0.054
O -0.4420 0.8337 2.1857 -0.740
H -0.1975 -0.0969 2.2846 0.494
H 1.0711 1.5006 0.9637 0.174
H -0.3929 2.9384 -0.3840 0.184
H -2.6664 1.6151 1.1783 0.192
H -1.7893 1.3969 -1.7426 0.167
H 0.3257 0.4193 -1.0650 0.165
H 0.9423 -3.6662 0.3178 0.206
H 3.1017 -4.6437 -0.3074 0.210
H 6.0425 -2.6180 -1.4741 0.213
H 5.2049 -4.0999 -1.9507 0.217
H 5.7752 -3.9082 -0.2969 0.217
```

***

Computed, not measured: C13H19NO7PPtS4Sb as an isolated structure, with ωB97M-V/def2-TZVPD.

For the LUMO energy (spin up / spin down), the calculation gives -0.0422 / -0.1460 Eh. The value obtained for the gap between HOMO and LUMO (spin up / spin down) is 7.5 / 4.4 eV. Its spin multiplicity is 5. The value obtained for the energy relative to the best compared isomer or geometry (same formula, charge and spin) is 124.0 kJ/mol.

```
47
Properties=species:S:1:pos:R:3:nbo_charge:R:1
Pt 0.7204 -0.3915 -0.8003 0.742
S 2.0857 -2.2645 -5.2301 -0.580
Sb 2.1086 -2.5519 -2.9372 1.214
S -0.0926 -2.5213 -1.9348 -0.240
S 3.0247 -0.7225 -1.6062 -0.197
S 3.2568 -4.4634 -2.3272 -0.595
C 2.2059 0.4983 4.1056 -0.625
C 1.0142 0.1963 3.2099 -0.066
O 1.1421 -1.1350 2.7035 -0.827
P 0.7000 -1.5657 1.2118 1.841
O 1.3924 -2.9957 1.1561 -0.833
C 2.8175 -3.1387 1.2652 -0.075
C 3.1691 -3.7921 2.5861 -0.629
O -0.8358 -1.9379 1.2122 -0.844
C -1.5373 -2.9552 1.9473 -0.060
C -2.4034 -2.3005 3.0067 -0.629
H 2.0116 1.3939 4.6892 0.223
H 3.1085 0.6441 3.5177 0.214
H 2.3690 -0.3338 4.7857 0.219
H 0.9548 0.9042 2.3732 0.192
H 0.0837 0.2562 3.7844 0.184
H 3.3064 -2.1654 1.1808 0.174
H 3.1312 -3.7681 0.4275 0.227
H 2.7722 -3.2053 3.4103 0.215
H 4.2477 -3.8674 2.6866 0.221
H 2.7375 -4.7879 2.6265 0.217
H -0.8271 -3.6602 2.3798 0.193
H -2.1505 -3.4746 1.2055 0.196
H -1.7888 -1.8931 3.8061 0.208
H -3.0926 -3.0273 3.4265 0.223
H -2.9712 -1.4912 2.5545 0.221
O -0.2683 1.8022 -0.6892 -0.727
C -0.4796 1.7279 -1.9238 0.760
O -0.0820 0.7424 -2.5935 -0.716
C -1.2441 2.8195 -2.6028 -0.131
C -1.2351 4.1062 -2.0710 -0.171
C -2.0095 5.0945 -2.6457 -0.209
C -2.8032 4.7811 -3.7435 0.094
C -2.7949 3.5079 -4.3011 -0.210
C -2.0012 2.5292 -3.7348 -0.163
N -3.6717 5.7923 -4.3066 0.515
O -3.6362 6.8991 -3.8147 -0.374
O -4.3894 5.4654 -5.2264 -0.372
H -0.6229 4.3051 -1.2060 0.239
H -2.0269 6.0988 -2.2524 0.250
H -3.4196 3.3100 -5.1596 0.251
H -1.9739 1.5335 -4.1495 0.241
```

***

Computed, not measured: a 4-piece molecular cluster, C13H20BFN3O11 overall, with ωB97M-V/def2-TZVPD.

For the LUMO energy, the calculation gives -0.1464 Eh. The value obtained for the gap between HOMO and LUMO is 8.6 eV. Its net charge is +1. Its spin multiplicity is 1.

```
49
Properties=species:S:1:pos:R:3:nbo_charge:R:1
N -3.3246 -3.4343 -4.1937 -0.833
C -2.8088 -2.1192 -4.7361 -0.046
N -1.5450 -1.8291 -3.9902 -0.316
C -0.2874 -2.5515 -4.1117 -0.084
C 0.5880 -1.8129 -3.0693 0.572
F 1.9193 -2.0809 -2.7206 -0.265
N -0.2366 -0.7780 -2.5016 -0.638
B 0.0072 0.2498 -1.4190 1.248
O 0.6819 1.5021 -1.5992 -0.846
O -0.5385 -0.0650 -0.1111 -0.870
C -1.5747 -0.7358 -3.0368 0.233
H -2.9484 -3.5595 -3.2299 0.380
H -4.3540 -3.3866 -4.0732 0.385
H -3.5591 -1.2632 -4.5637 0.208
H -2.5279 -2.1884 -5.8469 0.223
H -0.0676 -3.4462 -4.7745 0.307
H 0.7604 1.7206 -2.5607 0.509
H -1.2792 -0.7015 -0.3070 0.510
H -2.4478 -0.0336 -2.7875 0.305
C 2.2752 0.0472 1.6157 -0.113
C 3.4186 -0.6270 0.9203 -0.103
O 4.4865 -0.4801 1.8443 -0.483
C 3.9300 -0.3147 3.0777 0.956
O 4.5454 -0.3284 4.1035 -0.555
O 2.5827 -0.1314 2.9906 -0.485
H 1.3139 -0.4058 1.3715 0.212
H 2.2281 1.1193 1.4005 0.188
H 3.2378 -1.6935 0.7543 0.181
H 3.6624 -0.1565 -0.0340 0.200
C -4.1844 -0.8826 2.1515 -0.103
C -4.4074 -2.3494 2.3524 -0.106
O -4.1413 -2.8917 1.0637 -0.463
C -3.3320 -2.0151 0.4211 0.988
O -2.7794 -2.2435 -0.6277 -0.654
O -3.2200 -0.8484 1.1054 -0.486
H -3.8041 -0.3912 3.0479 0.224
H -5.0866 -0.3628 1.8175 0.196
H -3.7076 -2.7856 3.0707 0.200
H -5.4263 -2.5770 2.6679 0.222
C 3.5545 4.7461 3.3577 -0.103
C 3.7856 4.0030 2.0778 -0.101
O 2.6012 4.2585 1.3370 -0.496
C 2.0687 5.4156 1.8217 0.962
O 1.1599 6.0057 1.3123 -0.568
O 2.7046 5.8132 2.9580 -0.477
H 4.4797 5.1274 3.7920 0.211
H 3.0345 4.1405 4.1058 0.189
H 4.6424 4.3897 1.5183 0.189
H 3.9204 2.9317 2.2373 0.195
```

***

We obtain calculated total energy values of -69985.3307 -49087.3041 -63680.7147 -15278.6876 -26451.0472 -25516.6845 -92022.8926 -44186.0702 eV for the records listed above, in that order.